(1)
A single C7H7NO molecule at a distorted geometry, computed with the ωB97M-V functional and the def2-TZVPD basis.

Results
- Relative energy (zero: lowest compared OMol25 entry of this formula, charge and spin): 354.7 kJ/mol
- Kohn-Sham gap: 7.86 eV
- 2S+1: 1

Last column: Löwdin charge in e.
Element x y z (Å)
O  -2.086  0.005  -2.169  0.023
N  0.418  0.428  0.379  -0.046
C  -0.837  -0.498  1.977  -0.043
C  -1.532  -0.645  0.775  -0.015
C  -1.148  0.480  -1.444  -0.129
C  -0.785  -0.072  -0.234  -0.253
C  1.675  0.730  -0.153  -0.137
C  2.132  0.357  -1.356  0.053
C  0.376  0.036  1.647  -0.080
H  3.036  0.777  -1.801  0.059
H  -1.222  -0.922  2.855  0.088
H  1.193  0.285  2.168  0.089
H  1.550  -0.206  -2.067  0.050
H  2.157  1.302  0.610  0.110
H  -2.490  -0.908  -1.982  0.140
H  -2.436  -1.149  0.795  0.091

(2)
A molecular structure, C49H120N7O11Y at a distorted geometry, computed with the ωB97M-V functional and the def2-TZVPD basis.

Results
- Kohn-Sham gap: 0.94 eV
- Total charge: +2
- 2S+1: 1

Last column: Löwdin charge in e.
Element x y z (Å)
Y  3.182  -6.257  0.111  1.088
O  7.845  1.747  1.481  -0.118
O  -5.726  7.636  -6.327  0.022
O  3.275  5.358  -11.332  0.019
O  -3.083  -5.136  11.990  0.012
O  -7.644  -4.285  -1.245  -0.202
O  7.097  -7.246  -2.122  -0.209
O  0.557  4.433  6.716  -0.206
O  0.081  -1.762  -0.211  0.060
O  2.172  -6.286  -4.501  -0.216
O  -0.367  -7.231  3.210  -0.144
O  4.025  -3.665  4.175  -0.162
N  3.471  5.275  -9.973  -0.093
N  7.004  -4.704  -1.064  0.006
N  -5.166  -5.637  -1.591  0.037
N  -5.707  7.428  -4.907  -0.045
N  -2.497  -3.925  12.497  -0.054
N  0.786  -8.167  -3.140  0.021
N  2.459  7.547  6.727  0.017
C  -4.844  8.359  -4.094  -0.458
C  2.534  -5.094  -5.250  -0.096
C  -5.383  9.778  -4.497  -0.020
C  -4.998  6.706  -2.118  -0.197
C  -5.872  6.001  -4.464  -0.445
C  7.294  -8.435  -2.915  -0.087
C  -7.018  -6.654  -2.749  -0.042
C  -4.289  -3.468  14.335  -0.022
C  -6.091  -5.422  -2.610  -0.489
C  1.122  -6.971  -5.166  -0.220
C  3.299  3.981  -7.798  -0.124
C  -1.668  -3.254  10.287  -0.039
C  8.728  -5.796  -0.082  -0.070
C  3.092  5.688  5.447  -0.052
C  4.064  7.682  -10.009  -0.028
C  -8.635  -3.296  -1.113  -0.101
C  -6.879  -4.173  -2.426  -0.226
C  0.975  -8.329  -4.514  -0.491
C  -4.738  5.065  -5.043  -0.014
C  -1.898  -1.279  13.676  -0.171
C  8.054  -6.293  -2.503  -0.228
C  7.269  2.683  0.613  -0.182
C  0.300  0.635  -0.328  -0.023
C  -1.755  -0.291  0.732  -0.050
C  -2.425  -2.787  11.548  -0.465
C  -0.153  -9.066  -5.152  -0.064
C  1.136  5.639  7.239  -0.176
C  3.615  -2.367  4.569  -0.155
C  6.044  5.988  -9.947  -0.011
C  4.528  6.204  -9.511  -0.417
C  -1.618  -1.650  12.184  -0.138
C  -6.024  5.899  -2.934  -0.129
C  -3.335  8.253  -4.427  -0.019
C  -0.937  -8.306  3.879  -0.192
C  -2.794  -3.775  13.936  -0.434
C  -1.874  -2.560  14.496  -0.115
C  -5.067  8.111  -2.582  -0.158
C  3.371  3.923  -9.380  -0.475
C  -3.903  -2.312  11.136  0.012
C  -0.741  4.624  6.122  -0.100
C  1.887  6.408  6.109  -0.459
C  -0.655  -0.561  -0.282  -0.492
C  -2.350  -5.043  14.698  -0.036
C  2.092  3.197  -9.818  -0.038
C  4.388  4.917  -7.205  -0.178
C  4.381  6.255  -7.964  -0.145
C  -7.211  5.436  -5.112  -0.028
C  8.269  -5.232  -1.413  -0.462
C  4.596  3.028  -9.732  -0.019
H  -1.048  -8.456  -5.272  0.089
H  9.673  -6.335  -0.151  0.085
H  1.413  -7.169  -6.198  0.127
H  -6.364  -3.212  -2.406  0.125
H  -2.803  9.094  -3.981  0.093
H  8.020  -6.485  0.379  0.082
H  -2.842  -0.734  13.685  0.100
H  -8.135  -2.362  -0.857  0.084
H  2.946  -5.273  -6.243  0.082
H  -0.135  -7.772  -3.012  0.082
H  -2.239  0.679  0.617  0.089
H  -0.715  5.185  5.188  0.073
H  4.428  -4.133  4.910  0.072
H  -2.907  7.292  -4.142  0.065
H  0.128  -9.448  -6.133  0.086
H  -0.634  -3.481  10.547  0.081
H  -4.772  -2.561  13.970  0.070
H  1.231  3.819  -9.572  0.088
H  2.275  4.104  -7.446  0.111
H  -7.094  5.222  -6.174  0.073
H  -4.023  6.278  -2.353  0.105
H  0.618  -9.086  -2.755  0.077
H  -4.813  4.007  -4.790  0.087
H  -9.222  -3.185  -2.024  0.089
H  -1.398  5.110  6.843  0.086
H  7.965  -5.857  -3.498  0.128
H  0.359  6.258  7.688  0.114
H  -1.224  -0.474  13.969  0.113
H  9.043  -6.752  -2.482  0.117
H  -4.980  -4.223  13.960  0.077
H  3.795  5.265  6.165  0.081
H  -1.269  -5.179  14.670  0.084
H  2.538  -2.338  4.403  0.071
H  -9.290  -3.561  -0.283  0.093
H  0.698  0.740  0.681  0.094
H  0.298  -6.273  -5.314  0.130
H  -4.195  -1.645  11.948  0.062
H  -2.174  -2.290  15.508  0.115
H  1.742  8.182  7.047  0.078
H  3.336  -4.525  -4.779  0.080
H  -4.407  -3.445  15.418  0.086
H  4.079  7.775  -11.095  0.068
H  3.616  3.049  -7.330  0.108
H  8.955  -4.432  -1.690  0.146
H  4.195  5.195  -6.168  0.106
H  -4.548  -3.189  11.182  0.070
H  3.452  6.786  -7.756  0.117
H  1.182  0.486  -0.951  0.089
H  2.614  4.868  4.913  0.067
H  6.836  -4.037  -1.804  0.080
H  1.659  -4.489  -5.487  0.082
H  -1.146  -0.578  -1.255  0.177
H  4.081  -1.640  3.903  0.075
H  6.676  6.798  -9.583  0.085
H  7.291  -4.162  -0.262  0.067
H  -4.018  -4.933  12.067  0.078
H  -3.853  5.479  -4.561  0.057
H  -1.602  -2.482  9.520  0.084
H  -5.986  8.593  -2.247  0.129
H  -0.958  -8.169  4.961  0.083
H  1.162  6.671  5.339  0.123
H  -5.819  4.869  -2.646  0.121
H  3.045  7.955  -9.735  0.078
H  -4.699  5.148  -6.129  0.078
H  -1.063  3.642  5.775  0.082
H  1.916  -8.878  -4.549  0.151
H  5.423  3.306  -9.079  0.063
H  -2.506  -1.071  0.606  0.085
H  3.673  6.324  4.779  0.072
H  -3.187  8.336  -5.504  0.080
H  3.992  4.880  -11.755  0.097
H  6.165  5.877  -11.025  0.077
H  5.346  4.399  -7.151  0.102
H  -1.943  -8.438  3.481  0.080
H  -5.169  6.656  -1.043  0.122
H  7.036  2.401  -0.414  0.069
H  -6.523  -7.536  -3.155  0.079
H  -5.534  -5.408  -3.547  0.136
H  -3.943  -1.762  10.195  0.084
H  5.213  6.799  -7.518  0.118
H  8.081  3.397  0.473  0.079
H  6.392  3.114  1.094  0.079
H  -4.880  -4.706  -1.325  0.068
H  -7.719  -6.388  -3.540  0.075
H  8.774  1.984  1.530  0.074
H  -0.949  -6.527  3.503  0.076
H  -6.469  9.741  -4.407  0.089
H  -2.635  -4.894  15.739  0.087
H  -4.238  8.582  -2.054  0.124
H  8.285  -8.880  -3.006  0.092
H  4.388  1.970  -9.571  0.088
H  1.804  5.373  8.059  0.127
H  -1.421  -0.281  1.769  0.092
H  -4.965  10.534  -3.833  0.087
H  6.888  -8.283  -3.916  0.088
H  -0.476  -9.273  3.679  0.081
H  3.865  -2.203  5.617  0.086
H  -7.615  -4.091  -3.226  0.118
H  1.984  2.250  -9.288  0.088
H  -4.897  7.296  -6.670  0.089
H  -0.848  -2.898  14.644  0.114
H  -5.672  -5.902  -0.758  0.076
H  -0.229  1.545  -0.612  0.096
H  -5.145  10.036  -5.529  0.080
H  2.170  3.077  -10.898  0.083
H  -0.562  -1.912  12.121  0.113
H  -2.684  -6.018  14.344  0.082
H  -1.719  -0.724  11.617  0.122
H  4.707  8.529  -9.769  0.078
H  6.475  5.069  -9.549  0.058
H  -7.573  4.563  -4.569  0.084
H  -2.071  -4.164  9.844  0.079
H  -6.977  6.338  -2.635  0.128
H  -0.484  -9.973  -4.646  0.083
H  2.924  8.014  5.962  0.072
H  4.866  3.165  -10.779  0.082
H  8.945  -4.974  0.600  0.081
H  6.686  -9.151  -2.364  0.085
H  -7.613  -6.779  -1.844  0.081
H  -7.976  6.210  -5.183  0.084

(3)
A single C6H12N2 molecule at a distorted geometry, computed with the ωB97M-V functional and the def2-TZVPD basis.

Results
- Relative energy (zero: lowest compared OMol25 entry of this formula, charge and spin): 728.2 kJ/mol
- Kohn-Sham gap: 9.81 eV
- 2S+1: 1

Last column: Löwdin charge in e.
Element x y z (Å)
N  -0.818  -1.622  -0.441  -0.048
N  -1.482  0.940  -0.117  -0.107
C  -0.054  -2.250  -1.415  -0.190
C  1.402  0.765  0.282  -0.190
C  0.662  -1.387  -0.415  -0.306
C  0.478  0.854  1.481  -0.170
C  1.454  -0.221  -0.481  -0.178
C  -0.811  1.691  0.825  -0.383
H  -1.138  -0.760  -0.924  0.052
H  1.001  1.434  2.301  0.100
H  -2.421  1.604  -0.128  0.152
H  1.289  -1.805  0.359  0.141
H  -0.176  2.393  0.120  0.105
H  -1.437  2.326  1.675  0.141
H  1.736  1.885  -0.060  0.166
H  2.144  -0.200  -1.320  0.123
H  -1.562  -0.224  0.188  0.131
H  0.263  -3.456  -1.485  0.151
H  0.052  -0.139  2.020  0.146
H  -0.582  -1.828  -2.466  0.165

(4)
A molecular structure, C3H6NO2 at a distorted geometry, computed with the ωB97M-V functional and the def2-TZVPD basis.

Results
- Relative energy (zero: lowest compared OMol25 entry of this formula, charge and spin): 547.1 kJ/mol
- Kohn-Sham gap: 6.69 eV
- Total charge: -1
- 2S+1: 1

Last column: Löwdin charge in e.
Element x y z (Å)
O  1.794  -2.231  0.210  -0.195
O  1.683  -0.807  -1.532  -0.174
N  -1.062  1.772  0.795  -0.121
C  -2.581  1.805  0.592  -0.287
C  -1.257  0.456  0.276  -0.063
C  1.972  -1.104  -0.345  -0.701
H  -2.947  1.719  -0.477  0.083
H  2.447  -0.337  0.373  0.088
H  -1.259  -0.581  0.835  0.121
H  -3.056  1.120  1.284  0.048
H  -3.093  2.784  0.751  0.084
H  -1.268  0.252  -0.896  0.116